Entry 1:
Below is an isolated molecule of C20H19ClF3NO6, with properties calculated with wB97M-V/def2-TZVPD.

Results
SMILES: COc1ccc(C(=O)O[C@H](C)C(=O)Nc2cc(C(F)(F)F)ccc2Cl)c(OC)c1OC
HOMO level (Ha): -0.319
Maximum force (eV/Å): 0.78
Charge: 0
LUMO (eV): 0.475
Energy relative to the best compared isomer or geometry (same formula, charge and spin) (kJ/mol): 0.0

Last column: Mulliken charge in e.
Atoms and positions in Å:
C 5.98556 -0.68092 1.91762  -0.985
O 5.13870 -1.16520 0.90229  -0.419
C 4.03853 -0.43687 0.55422  1.072
C 3.73253 0.79800 1.11998  -0.525
C 2.63249 1.51941 0.70595  -1.244
C 1.82262 1.03044 -0.30848  0.618
C 0.67934 1.82126 -0.82276  0.341
O 0.37940 1.96536 -1.97689  -0.611
O -0.00579 2.37991 0.20077  -0.438
C -1.17849 3.12274 -0.12172  0.481
C -1.32448 4.27468 0.86527  -1.615
C -2.44234 2.24493 -0.08772  0.405
O -3.53353 2.71766 -0.29765  -0.674
N -2.18672 0.94184 0.20154  0.045
C -3.05913 -0.13149 0.24972  0.203
C -4.43589 0.00263 0.10219  -0.513
C -5.25034 -1.11918 0.16854  -0.352
C -6.73242 -0.92295 0.00629  0.992
F -7.23089 -0.05376 0.90241  -0.257
F -7.05350 -0.43726 -1.20491  -0.254
F -7.43334 -2.05705 0.15385  -0.294
C -4.71957 -2.38334 0.37746  -0.808
C -3.34993 -2.52369 0.52260  -0.480
C -2.52841 -1.41363 0.46131  0.608
Cl -0.81356 -1.60911 0.63471  -0.179
C 2.08138 -0.22795 -0.86063  0.039
O 1.17279 -0.75447 -1.73734  -0.371
C 1.61809 -0.93704 -3.07121  -0.880
C 3.18324 -0.98053 -0.42439  0.843
O 3.33337 -2.19288 -1.03056  -0.463
C 3.99373 -3.25012 -0.36745  -0.819
H 6.44063 0.27460 1.64036  0.369
H 5.45515 -0.57379 2.86862  0.386
H 6.76628 -1.43259 2.02412  0.254
H 4.36632 1.21093 1.88704  0.417
H 2.41442 2.47810 1.14807  0.484
H -1.08742 3.50314 -1.14892  0.363
H -1.31669 3.89008 1.88223  0.385
H -0.50699 4.98061 0.74730  0.386
H -2.26862 4.77806 0.67976  0.423
H -1.21724 0.68931 0.37002  -0.160
H -4.85585 0.98181 -0.06586  0.595
H -5.36342 -3.24660 0.42702  0.485
H -2.91815 -3.49816 0.68428  0.443
H 2.51571 -1.55677 -3.11226  0.287
H 0.79905 -1.43413 -3.58659  0.292
H 1.80917 0.03331 -3.53881  0.251
H 3.65565 -3.34734 0.66653  0.333
H 3.72064 -4.14718 -0.92325  0.289
H 5.07790 -3.12482 -0.38466  0.253

Cartesian forces, eV/Å:
C 0.16 0.08 0.17
O -0.37 0.00 -0.36
C -0.06 -0.03 -0.05
C 0.17 -0.06 0.10
C -0.13 -0.11 -0.20
C 0.10 -0.22 -0.04
C 0.11 -0.05 -0.38
O 0.01 -0.02 0.09
O -0.07 0.08 0.38
C -0.40 0.58 -0.33
C 0.11 -0.31 -0.17
C 0.60 -0.07 0.03
O -0.25 0.20 -0.08
N 0.64 -0.20 0.11
C -0.34 -0.26 0.00
C -0.09 -0.10 0.00
C 0.07 -0.12 0.03
C -0.30 0.04 -0.03
F 0.13 0.15 0.15
F 0.16 0.09 -0.17
F 0.12 -0.27 0.05
C -0.13 0.20 -0.04
C 0.07 0.10 0.00
C -0.25 0.01 -0.03
Cl -0.02 -0.06 0.07
C -0.03 0.03 -0.03
O 0.29 0.03 0.56
C 0.12 0.06 -0.33
C -0.11 -0.08 -0.08
O -0.03 0.55 -0.06
C 0.20 -0.46 0.11
H -0.03 -0.03 0.02
H 0.01 0.01 -0.04
H -0.03 0.09 0.04
H 0.09 0.01 0.06
H -0.02 0.08 0.06
H -0.08 -0.14 0.26
H -0.02 0.01 0.13
H 0.06 0.04 -0.01
H -0.05 0.03 0.00
H -0.28 0.24 -0.03
H 0.01 0.01 0.01
H -0.04 -0.06 0.00
H 0.09 -0.07 0.02
H -0.09 0.02 0.00
H 0.06 0.02 -0.04
H -0.04 -0.04 0.02
H 0.01 0.01 -0.03
H 0.01 0.03 0.08
H -0.15 -0.05 0.01

---

Entry 2:
Below is a structure of composition C15H17Cl2N5SV, with properties calculated with wB97M-V/def2-TZVPD.

Results
HOMO level (alpha / beta) (Ha): -0.549 / -0.549
Spin multiplicity: 4
Maximum force (eV/Å): 0.75
Charge: +2
LUMO (alpha / beta) (eV): -7.104 / -6.613
Energy relative to the best compared isomer or geometry (same formula, charge and spin) (kJ/mol): 76.5

Last column: Mulliken charge in e.
Atoms and positions in Å:
V -1.99264 -1.23833 1.00301  0.691
Cl -2.82962 -1.97109 3.22391  -0.050
C -1.66217 -3.33817 3.23419  -0.197
Cl -0.62663 -3.16918 1.75380  -0.113
H -2.20515 -4.27164 3.16055  0.365
H -1.02721 -3.26451 4.10754  0.360
C -1.58433 -0.38419 -3.18463  -0.753
C -2.05244 -0.53783 -1.89936  -0.521
N -1.30782 -1.13902 -0.93983  0.130
C -0.10099 -1.61494 -1.28066  0.319
C 0.45530 -1.49504 -2.54343  -0.045
C -0.32332 -0.87435 -3.51186  -0.177
C 1.80137 -2.06973 -2.78345  -0.718
C 2.80588 -1.95599 -1.91966  -0.359
C 2.78373 -1.09724 -0.70235  0.128
C 2.41750 0.23899 -0.75663  -0.145
C 2.39221 0.93186 0.43630  -0.338
N 2.68186 0.36605 1.61026  -0.567
C 3.05630 -0.91205 1.53458  -0.259
N 3.13346 -1.68367 0.44667  -0.526
H -2.20847 0.09964 -3.92317  0.458
H -3.03399 -0.19071 -1.60735  0.619
H 0.46560 -2.10729 -0.50064  0.094
H 0.05935 -0.76540 -4.52033  0.540
H 1.92574 -2.66782 -3.67866  0.511
H 3.71020 -2.53340 -2.07253  0.447
H 2.19725 0.72625 -1.69746  0.482
H 2.14050 1.98838 0.45826  0.510
H 3.34135 -1.38106 2.47024  0.482
S -3.21105 0.74983 1.24384  -0.410
C -1.98241 1.99659 1.18771  0.430
N -1.56796 2.63940 2.25987  -0.132
C -0.66931 3.76210 1.93207  -0.460
C -0.55931 3.64982 0.39141  -0.430
N -1.39448 2.46686 0.09881  -0.037
H -1.98518 2.48190 3.16352  0.225
H 0.29080 3.63223 2.42411  0.312
H -1.11142 4.69997 2.25756  0.327
H 0.46354 3.48155 0.06614  0.196
H -0.95469 4.52185 -0.12338  0.360
H -1.73139 2.22941 -0.81893  0.250

Cartesian forces, eV/Å:
V -0.09 -0.04 -0.04
Cl 0.13 -0.45 0.28
C -0.05 0.20 -0.26
Cl -0.01 -0.25 0.42
H -0.01 -0.03 0.00
H 0.03 0.02 0.02
C 0.01 -0.10 -0.03
C 0.20 -0.07 0.08
N 0.09 0.10 -0.61
C -0.16 0.06 0.27
C 0.12 -0.09 -0.05
C 0.02 0.07 -0.18
C -0.25 0.07 0.03
C 0.12 0.10 0.18
C 0.08 -0.50 -0.18
C 0.07 0.22 -0.11
C -0.01 0.08 0.22
N -0.04 -0.23 -0.42
C 0.13 -0.14 0.19
N -0.25 0.50 0.12
H 0.03 -0.03 -0.02
H 0.00 0.03 0.02
H -0.01 -0.05 0.00
H -0.04 0.00 0.02
H -0.01 0.00 0.01
H 0.05 0.10 -0.05
H 0.01 -0.03 0.01
H 0.02 -0.04 0.01
H -0.01 -0.01 -0.01
S 0.12 0.73 0.13
C -0.23 -0.23 0.01
N -0.06 0.11 0.02
C -0.07 -0.13 -0.04
C -0.10 -0.09 0.04
N 0.01 0.07 -0.05
H 0.08 0.02 0.03
H 0.02 -0.02 0.02
H 0.00 0.04 -0.02
H 0.00 0.01 -0.02
H -0.01 0.03 0.01
H 0.06 0.00 -0.04

---

Entry 3:
Below is a structure of composition C23H31N7PdS, with properties calculated with wB97M-V/def2-TZVPD.

Results
HOMO level (Ha): -0.227
Maximum force (eV/Å): 0.80
Charge: 0
LUMO (eV): -0.498
Energy relative to the best compared isomer or geometry (same formula, charge and spin) (kJ/mol): 13.2

Last column: Mulliken charge in e.
Atoms and positions in Å:
Pd 0.84532 1.18229 0.99845  0.516
N 3.53771 0.68412 4.34659  -0.411
C 2.84104 0.91848 3.21038  0.638
S 1.19184 0.39069 3.16796  -0.555
N 3.51294 1.58142 2.27550  -1.460
N 2.73559 1.80421 1.18817  0.996
C 3.16285 2.55888 0.25077  -1.010
C 2.25862 2.76822 -0.90043  1.020
C 2.61836 3.51184 -2.00060  -0.830
C 1.71145 3.64733 -3.04657  -0.248
C 0.47905 3.03849 -2.95304  -1.093
C 0.17917 2.30969 -1.80696  -0.280
N 1.05255 2.18041 -0.81423  0.291
H 3.20439 -0.05227 4.94514  0.235
H 4.53475 0.81552 4.29333  0.251
H 4.13697 3.03067 0.32324  0.340
H 3.59308 3.97984 -2.03155  0.472
H 1.97165 4.22599 -3.92341  0.418
H -0.25416 3.12033 -3.74266  0.440
H -0.77386 1.81930 -1.66133  0.430
C 3.01887 -4.32898 -1.54164  -0.961
N 2.40940 -3.37439 -0.63670  0.195
C 1.46050 -3.63999 0.32388  -0.783
C 1.21129 -2.45031 0.93955  -0.231
N 1.98055 -1.45801 0.38334  -0.038
C 2.68379 -2.05055 -0.54928  -0.366
H 2.30432 -5.11743 -1.76674  0.351
H 3.91313 -4.77467 -1.10679  0.332
H 3.28548 -3.82929 -2.47071  0.347
H 1.04654 -4.62457 0.46088  0.390
H 0.51347 -2.24139 1.73397  0.412
H 3.39730 -1.57018 -1.20305  0.416
C -4.73177 -2.25994 -0.79168  -1.625
C -3.29400 -1.80026 -0.80954  0.235
C -2.37856 -2.38754 -1.66893  -0.960
C -1.06111 -1.93263 -1.66352  0.629
C -0.01789 -2.59637 -2.52867  -1.658
C -0.69749 -0.88487 -0.84131  -0.052
C -1.59834 -0.23676 0.03954  1.043
C -2.90740 -0.76558 0.03782  -1.156
N -1.14812 0.81004 0.81344  0.826
C -2.07786 1.70675 1.53201  1.135
C -1.31415 2.94325 2.00816  -1.892
C -2.65631 1.04660 2.79510  -1.467
C -3.17959 2.23981 0.59890  -1.669
H -4.86350 -3.16566 -1.38386  0.388
H -5.39067 -1.49196 -1.20361  0.294
H -5.06983 -2.46517 0.22593  0.348
H -2.68036 -3.19465 -2.32845  0.325
H -0.46752 -3.06235 -3.40664  0.507
H 0.50201 -3.37953 -1.96843  0.091
H 0.73475 -1.88017 -2.86493  0.286
H 0.33181 -0.55325 -0.85661  0.438
H -3.65403 -0.38407 0.71513  0.353
H -0.56600 2.70168 2.76376  0.317
H -2.03107 3.63609 2.45453  0.538
H -0.82881 3.45347 1.17388  0.307
H -1.83431 0.64643 3.39274  0.214
H -3.34097 0.22953 2.58264  0.285
H -3.19160 1.78221 3.40209  0.482
H -2.72801 2.90427 -0.14284  0.345
H -3.90383 2.82136 1.17538  0.467
H -3.71944 1.46359 0.06251  0.402

Cartesian forces, eV/Å:
Pd -0.17 -0.15 0.45
N 0.03 -0.25 0.08
C 0.37 0.25 -0.23
S -0.13 0.13 -0.33
N -0.51 -0.25 0.06
N -0.02 -0.06 0.39
C -0.17 0.19 -0.60
C 0.54 -0.14 0.58
C 0.05 0.26 -0.39
C 0.27 0.10 0.05
C -0.23 -0.15 0.10
C 0.06 0.06 -0.01
N -0.34 -0.09 -0.06
H -0.03 0.09 0.05
H -0.01 0.03 0.01
H 0.01 -0.03 -0.09
H -0.02 0.00 -0.04
H 0.02 0.00 0.02
H 0.00 -0.01 0.01
H -0.02 -0.07 0.03
C -0.03 0.08 0.09
N 0.24 -0.12 0.13
C 0.12 0.00 0.04
C 0.07 0.04 0.07
N 0.41 -0.30 0.09
C 0.00 -0.01 0.00
H -0.02 -0.01 -0.03
H 0.01 -0.01 0.02
H -0.01 0.01 -0.01
H 0.02 0.01 -0.01
H 0.00 0.01 -0.03
H -0.01 -0.02 0.01
C 0.04 0.00 0.01
C -0.09 0.05 0.06
C 0.06 -0.02 0.03
C 0.04 0.03 -0.09
C -0.09 -0.06 -0.05
C -0.07 0.29 -0.13
C 0.15 -0.07 0.14
C -0.05 -0.07 0.03
N -0.14 0.07 -0.30
C 0.08 -0.27 -0.08
C -0.08 0.15 0.10
C 0.00 -0.01 0.02
C -0.03 0.05 0.01
H 0.00 0.00 0.01
H 0.00 -0.01 0.00
H 0.01 0.00 -0.01
H 0.00 0.01 0.02
H -0.03 0.04 -0.02
H -0.22 0.12 -0.15
H -0.01 -0.01 0.00
H -0.10 0.04 -0.05
H -0.03 0.00 0.02
H 0.00 -0.02 -0.03
H 0.03 0.06 0.02
H 0.03 -0.01 -0.01
H -0.02 0.02 0.01
H -0.01 -0.05 -0.05
H 0.00 -0.01 -0.02
H -0.02 0.00 0.00
H 0.02 0.01 -0.02
H 0.03 0.08 0.05

---

Entry 4:
Below is a structure of composition C29H42CdN8OS2Se, with properties calculated with wB97M-V/def2-TZVPD.

Results
HOMO level (alpha / beta) (Ha): -0.141 / -0.158
Spin multiplicity: 2
Maximum force (eV/Å): 0.53
Charge: -1
LUMO (alpha / beta) (eV): 2.479 / 1.563
Energy relative to the best compared isomer or geometry (same formula, charge and spin) (kJ/mol): 14.2

Last column: Mulliken charge in e.
Atoms and positions in Å:
Cd 0.94999 -1.26530 0.14371  2.584
N 4.57092 -0.95494 2.98379  -0.533
C 3.51267 -1.36644 2.18098  0.427
S 3.52513 -0.74294 0.55210  -0.573
N 2.68792 -2.18518 2.75780  -1.207
N 1.62516 -2.60518 1.95986  0.811
C 1.09403 -3.69907 2.35881  -1.021
C -0.03718 -4.40459 1.77615  0.933
C -0.33040 -5.64633 2.35859  -0.662
C -1.36471 -6.44899 1.92868  -0.731
C -2.15164 -5.98597 0.86747  -0.327
C -1.90068 -4.77225 0.27593  -0.771
C -0.83722 -3.92266 0.69655  0.330
O -0.67288 -2.79657 0.09985  -1.112
H 4.96137 -0.06919 2.70737  0.243
H 4.37955 -1.05726 3.96974  0.242
H 1.55009 -4.16924 3.23423  0.198
H 0.29526 -5.97616 3.18257  0.295
H -1.56116 -7.40350 2.39776  0.373
H -2.97631 -6.59125 0.50542  0.361
H -2.50943 -4.40726 -0.54185  0.414
C 0.29367 6.33775 -0.96225  -1.140
C -0.23216 5.02825 -1.53549  -0.292
C 0.72473 3.85398 -1.37399  -0.453
C 0.82484 3.29572 0.04454  -1.058
N -0.44992 2.88412 0.60224  1.124
C -0.87063 1.50690 0.53638  -0.429
Se -0.98782 0.64631 -1.19997  -0.439
N -2.09469 1.52659 1.29393  0.989
C -2.78940 0.28348 1.59639  -0.805
C -4.03865 0.02686 0.76308  -0.528
C -5.15010 1.07158 0.86116  -0.554
C -4.89918 2.35194 0.06585  -0.880
C -2.09470 2.62786 2.11620  -0.001
C -2.90664 2.97253 3.17674  -0.351
C -2.66708 4.19097 3.82250  -0.951
C -1.64290 5.02451 3.41021  -0.845
C -0.81945 4.67881 2.33153  -0.786
C -1.05745 3.48298 1.68482  0.656
H -0.41501 7.15443 -1.10977  0.356
H 1.23391 6.62441 -1.44057  0.337
H 0.48157 6.26908 0.10946  0.186
H -0.43940 5.16472 -2.60044  0.419
H -1.18950 4.76780 -1.07511  0.121
H 1.73459 4.15619 -1.67853  0.522
H 0.41175 3.03538 -2.02218  0.040
H 1.27489 4.02109 0.72796  0.681
H 1.49111 2.42495 0.03908  -0.028
H -3.03216 0.28812 2.66500  0.628
H -2.08793 -0.53962 1.43122  -0.145
H -4.42549 -0.94493 1.08556  0.449
H -3.73017 -0.08712 -0.27906  0.180
H -5.34158 1.31441 1.91337  0.221
H -6.07335 0.61212 0.49514  0.396
H -4.17726 3.00672 0.54949  0.083
H -5.82482 2.91755 -0.06232  0.406
H -4.50343 2.11727 -0.92420  0.251
H -3.70596 2.31977 3.50058  0.333
H -3.28890 4.47909 4.66014  0.390
H -1.46971 5.95891 3.92802  0.396
H -0.01512 5.33187 2.02432  0.266
C 4.34150 -3.35345 -2.70698  -1.144
N 2.91067 -3.15995 -2.54601  0.192
C 2.35377 -3.85797 -1.39801  -1.134
C 2.35415 -1.95083 -2.89590  0.562
N 1.52383 -1.35176 -2.12499  -0.277
N 2.77114 -1.44022 -4.12481  0.080
C 2.38331 -0.07931 -4.42889  -1.196
C 2.73988 -2.32570 -5.27578  -1.181
H 4.86181 -3.14206 -1.76580  0.316
H 4.73075 -2.68477 -3.46933  0.405
H 4.55284 -4.38543 -2.99855  0.319
H 2.65908 -4.90441 -1.45502  0.342
H 1.26673 -3.80565 -1.41042  0.315
H 2.71989 -3.43851 -0.45441  0.207
H 1.03734 -0.56280 -2.53560  -0.188
H 1.31849 0.01310 -4.68439  0.391
H 2.96990 0.26877 -5.27992  0.286
H 2.59215 0.56753 -3.57814  0.394
H 2.91529 -3.35075 -4.96356  0.388
H 3.51302 -2.03886 -5.99234  0.321
H 1.76717 -2.28196 -5.78281  0.361
S 0.66107 0.90299 2.88833  -0.216
C 0.19523 0.64890 1.41681  -0.564

Cartesian forces, eV/Å:
Cd -0.16 0.18 -0.22
N -0.02 -0.02 -0.08
C 0.05 0.05 0.13
S -0.08 -0.06 0.11
N -0.11 0.07 -0.36
N 0.16 -0.06 0.15
C -0.11 -0.01 -0.04
C 0.19 0.04 0.15
C -0.05 -0.09 0.01
C 0.05 0.06 0.00
C -0.05 0.00 -0.04
C -0.01 -0.06 0.03
C -0.04 0.12 -0.09
O 0.15 -0.04 0.05
H -0.01 0.00 0.03
H 0.02 0.01 0.00
H -0.02 -0.01 -0.01
H 0.00 0.00 0.00
H -0.01 -0.01 0.01
H 0.00 0.00 0.00
H -0.02 0.00 -0.01
C 0.03 0.07 0.02
C -0.07 -0.01 -0.01
C 0.07 -0.01 0.01
C 0.05 -0.07 0.09
N -0.03 0.15 -0.19
C 0.37 -0.27 0.26
Se 0.12 0.07 0.05
N -0.17 -0.12 -0.03
C 0.04 0.05 0.06
C 0.03 -0.04 -0.04
C -0.03 -0.01 0.04
C 0.00 0.03 -0.04
C 0.07 0.06 0.00
C -0.02 -0.02 -0.01
C 0.03 0.03 0.00
C -0.02 -0.02 0.00
C 0.00 0.00 -0.04
C -0.06 -0.03 0.07
H -0.02 0.00 -0.01
H 0.01 -0.01 -0.01
H 0.01 -0.03 0.02
H 0.01 0.01 0.00
H 0.01 0.01 0.02
H -0.01 -0.03 -0.04
H -0.01 0.00 0.00
H -0.04 0.02 -0.01
H -0.01 0.04 -0.02
H -0.01 0.01 -0.02
H -0.03 -0.01 -0.01
H -0.01 0.00 0.01
H -0.01 0.01 0.02
H 0.00 0.01 0.00
H 0.02 -0.01 -0.02
H 0.04 0.00 0.03
H -0.01 0.01 0.02
H -0.01 -0.02 -0.01
H -0.01 0.00 0.01
H -0.01 0.00 0.01
H 0.01 0.01 0.01
H 0.01 0.02 -0.01
C 0.06 0.01 0.02
N -0.07 0.04 -0.08
C 0.02 -0.02 0.06
C 0.04 0.09 0.08
N -0.10 -0.24 -0.03
N 0.03 -0.04 0.01
C 0.01 0.02 0.00
C 0.03 -0.01 -0.02
H -0.01 0.00 -0.01
H 0.00 0.00 -0.01
H -0.02 0.00 0.01
H -0.01 0.00 -0.01
H -0.01 0.03 -0.01
H 0.00 -0.03 -0.02
H 0.03 -0.03 -0.04
H 0.00 0.00 0.00
H -0.01 -0.01 0.00
H -0.01 0.00 0.00
H 0.00 0.00 0.00
H -0.01 0.02 0.01
H -0.01 0.00 0.00
S 0.11 0.11 0.30
C -0.33 0.02 -0.28

---

What is the formula in the third record? C23H31N7PdS

---

Among the records above, which one has the highest maximum force? C23H31N7PdS

---

The lowest charge belongs to which entry? C29H42CdN8OS2Se

---

The lowest energy relative to the best compared isomer or geometry (same formula, charge and spin) belongs to which entry? C20H19ClF3NO6